Record 1
The following is a DFT calculation (ωB97M-V/def2-TZVPD) of an isolated molecule of C3H2N2S.

Geometry as XYZ:
```
8
Properties=species:S:1:pos:R:3:forces:R:3:lowdin_charge:R:1
S 2.15686 0.50027 0.92304 -3.207 -0.961 0.425 0.71
C 0.58223 -0.03055 0.57428 2.177 1.504 -4.035 -0.64
C -0.85697 0.38717 0.79817 -1.250 -1.454 2.272 -0.20
N -1.65100 0.22812 -0.25544 3.443 -0.561 2.250 0.04
N -0.80201 -0.33113 -1.34564 1.993 0.588 -0.162 -0.01
C 0.45132 -0.46014 -0.99583 -1.841 -0.082 1.572 -0.19
H -1.22087 0.46769 1.97879 0.602 0.469 -3.647 0.16
H 1.34045 -0.76144 -1.67737 -1.918 0.496 1.326 0.13
```
Positions in Å, forces in eV/Å.

Total charge: 0
Gap between HOMO and LUMO in eV: 6.976
HOMO in eV: -9.57
Relative energy (zero: lowest compared OMol25 entry of this formula, charge and spin) in kcal per mole: 67.3
LUMO energy in eV: -2.59
Strongest force on any atom in eV/Å: 4.83

=====

Record 2
The following is a DFT calculation (ωB97M-V/def2-TZVPD) of an isolated molecule of C3H2N2S.

Geometry as XYZ:
```
8
Properties=species:S:1:pos:R:3:forces:R:3:lowdin_charge:R:1
C -0.61974 -0.08219 -0.58802 -1.273 -0.421 1.922 -0.11
C -0.35614 0.03083 0.76537 3.642 -0.544 -0.628 -0.18
N -1.50923 0.27041 1.36962 -2.757 0.245 0.510 -0.23
C -2.44736 -0.11622 0.39165 0.713 1.613 0.940 -0.73
N -1.98495 -0.25533 -0.80271 -0.077 -0.455 -0.100 0.09
S -3.08531 -0.62013 1.88648 0.080 -0.657 -0.362 0.95
H 0.06400 -0.04758 -1.35903 1.180 0.031 -1.572 0.07
H 0.64938 0.07364 1.28041 -1.509 0.188 -0.710 0.13
```
Positions in Å, forces in eV/Å.

Total charge: 0
Gap between HOMO and LUMO in eV: 7.368
HOMO in eV: -8.64
Relative energy (zero: lowest compared OMol25 entry of this formula, charge and spin) in kcal per mole: 58.2
LUMO energy in eV: -1.27
Strongest force on any atom in eV/Å: 3.74

=====

Record 3
The following is a DFT calculation (ωB97M-V/def2-TZVPD) of the ion C3H2N3O with charge +1.

Geometry as XYZ:
```
9
Properties=species:S:1:pos:R:3:forces:R:3:lowdin_charge:R:1
N 3.24536 3.12038 2.66096 -0.441 -0.478 -0.365 0.40
N 2.46036 2.43218 2.21926 2.814 1.890 1.584 0.07
C 1.52852 1.77666 1.76823 -2.206 -0.630 -0.959 0.03
N 0.78201 0.89301 1.46892 -0.225 -0.942 -0.271 0.20
C 0.16419 0.13157 0.66881 2.670 3.011 -0.871 0.08
C 0.47299 0.46484 -0.78117 -0.195 0.182 -0.147 -0.17
O 0.97344 1.47739 -1.14177 0.703 0.805 0.692 0.15
H -0.59129 -0.46510 0.94561 -2.448 -2.403 1.163 0.11
H 0.16769 -0.23651 -1.50438 -0.671 -1.434 -0.827 0.13
```
Positions in Å, forces in eV/Å.

Total charge: +1
Gap between HOMO and LUMO in eV: 7.255
HOMO in eV: -14.91
Relative energy (zero: lowest compared OMol25 entry of this formula, charge and spin) in kcal per mole: 81.7
LUMO energy in eV: -7.66
Strongest force on any atom in eV/Å: 4.12

=====

Record 4
The following is a DFT calculation (ωB97M-V/def2-TZVPD) of a structure of composition C3H2N4.

Geometry as XYZ:
```
9
Properties=species:S:1:pos:R:3:forces:R:3:lowdin_charge:R:1
N -2.94091 -0.89861 -0.58242 0.864 0.302 0.280 0.17
C -1.89426 -0.53034 -0.26249 -0.702 -0.261 -0.198 -0.15
C -0.57218 -0.08209 0.07184 -0.063 -0.032 -0.071 -0.30
C 0.52289 0.01850 -0.77350 -0.004 -0.002 -0.017 -0.08
N 1.50520 0.58976 -0.07176 0.007 -0.010 -0.459 0.01
N 0.99436 0.77230 1.22825 -0.236 0.109 0.347 -0.06
N -0.22944 0.31810 1.30414 -0.043 0.016 -0.061 0.08
H 0.62805 -0.26036 -1.81064 0.014 0.042 0.105 0.12
H 1.97186 0.06209 0.95352 0.163 -0.165 0.075 0.21
```
Positions in Å, forces in eV/Å.

Total charge: 0
Gap between HOMO and LUMO in eV: 11.458
HOMO in eV: -11.28
Relative energy (zero: lowest compared OMol25 entry of this formula, charge and spin) in kcal per mole: 65.7
LUMO energy in eV: 0.17
Strongest force on any atom in eV/Å: 0.96